Record 1
This record from the OMol25 dataset describes a structure of composition C51H63CoNO4 at a distorted geometry. The level of theory is ωB97M-V with the def2-TZVPD basis set.

Geometry as XYZ:
```
120
Properties=species:S:1:pos:R:3:mulliken_charge:R:1
Co -0.5705 -0.5326 -0.1110 2.464
C -1.5583 -1.7763 2.7086 -1.177
O -0.7891 -0.7515 2.0743 0.064
C -0.3534 0.2197 2.9842 -0.606
C 0.9524 0.1233 3.4626 0.742
C 1.9498 -0.7489 2.7396 -1.796
C 2.5726 0.0504 1.6086 0.460
C 3.4774 1.0591 1.9118 0.192
C 4.0955 1.8276 0.9361 -0.992
C 3.8177 1.4913 -0.3863 -0.013
C 2.9248 0.4956 -0.7357 0.577
C 2.6682 0.2051 -2.2032 -1.302
C 1.7961 1.3067 -2.7551 0.542
C 2.3628 2.4349 -3.3278 -0.783
C 1.6227 3.5806 -3.6186 -0.026
C 0.2860 3.5892 -3.2422 -0.179
C -0.3316 2.4615 -2.7094 0.036
C -1.7722 2.5056 -2.2561 -1.735
C -1.8568 2.9636 -0.8177 0.190
C -1.7947 4.3010 -0.5147 -0.138
C -1.9067 4.7774 0.7986 -0.434
C -2.1759 3.8423 1.8175 -0.435
C -2.2439 2.4984 1.5801 0.481
C -2.5060 1.5250 2.7088 -1.560
C -1.2085 1.2200 3.4243 0.184
C -0.7916 2.0243 4.4814 -0.328
C 0.4496 1.8656 5.0843 -0.310
C 1.3235 0.9342 4.5226 -1.014
C 0.8725 2.6579 6.3155 2.066
C 1.1046 1.6647 7.4669 -1.809
C -0.1939 3.6601 6.7631 -1.952
C 2.1683 3.4274 6.0198 -1.626
C -2.0142 2.0111 0.2464 1.061
O -1.9798 0.7567 0.0195 -1.651
C -1.7831 6.2459 1.1449 2.243
C -0.6833 6.4182 2.2062 -1.399
C -3.1330 6.7292 1.7071 -1.747
C -1.4285 7.1060 -0.0710 -2.257
C 0.4166 1.3028 -2.5490 -0.492
O -0.2618 0.1205 -2.2218 -0.179
C -0.2630 -0.8555 -3.2706 -1.254
C 2.2897 4.7584 -4.3173 1.978
C 3.5051 5.2285 -3.5030 -1.608
C 1.3387 5.9446 -4.4991 -1.985
C 2.7453 4.2955 -5.7113 -1.780
C 2.2088 -0.1953 0.2681 0.621
O 1.2424 -1.0540 -0.0523 -1.656
C 5.0314 2.9908 1.2487 2.471
C 6.4193 2.7165 0.6496 -1.864
C 4.4511 4.2742 0.6309 -1.609
C 5.1918 3.2127 2.7526 -2.149
H -2.5497 -1.4124 2.9876 0.276
H -1.0426 -2.1321 3.6008 0.354
H -1.6610 -2.5934 1.9982 0.253
H 1.4637 -1.6340 2.3342 0.236
H 2.7353 -1.0663 3.4263 0.870
H 3.6916 1.2437 2.9582 0.425
H 4.3055 2.0349 -1.1896 0.406
H 2.2115 -0.7768 -2.3012 0.110
H 3.6221 0.1891 -2.7311 0.849
H 3.4269 2.4158 -3.5333 0.539
H -0.3104 4.4826 -3.3769 0.515
H -2.2233 1.5205 -2.3502 0.339
H -2.3306 3.2089 -2.8741 0.881
H -1.6583 4.9979 -1.3307 0.441
H -2.3267 4.1876 2.8333 0.450
H -2.9644 0.6250 2.3029 0.222
H -3.2067 1.9856 3.4050 0.873
H -1.4739 2.7870 4.8353 0.605
H 2.3269 0.8312 4.9187 0.647
H 0.1752 1.1462 7.7097 0.390
H 1.4478 2.1915 8.3591 0.466
H 1.8532 0.9162 7.2058 0.321
H -1.1400 3.1647 6.9879 0.420
H -0.3629 4.4334 6.0101 0.249
H 0.1426 4.1547 7.6749 0.431
H 3.0028 2.7540 5.8212 0.365
H 2.4342 4.0497 6.8759 0.516
H 2.0366 4.0762 5.1513 0.294
H -0.8676 5.8013 3.0863 0.276
H -0.6389 7.4595 2.5262 0.474
H 0.2899 6.1422 1.7955 0.288
H -3.3793 6.2355 2.6484 0.335
H -3.9372 6.5305 0.9963 0.388
H -3.0952 7.8033 1.8897 0.465
H -0.5059 6.7700 -0.5488 0.469
H -1.2805 8.1366 0.2506 0.459
H -2.2334 7.1036 -0.8087 0.411
H -0.0990 -0.3740 -4.2332 0.472
H -1.2393 -1.3402 -3.2713 0.223
H 0.5074 -1.6101 -3.1084 0.285
H 3.2145 5.4556 -2.4755 0.292
H 3.9245 6.1308 -3.9510 0.526
H 4.2889 4.4705 -3.4812 0.328
H 1.0164 6.3593 -3.5414 0.291
H 0.4607 5.6624 -5.0831 0.415
H 1.8569 6.7333 -5.0453 0.437
H 3.4870 3.4986 -5.6440 0.317
H 3.1888 5.1292 -6.2583 0.470
H 1.8940 3.9234 -6.2845 0.375
H 6.3764 2.6208 -0.4357 0.330
H 6.8317 1.7916 1.0563 0.374
H 7.1063 3.5319 0.8881 0.462
H 4.3602 4.1893 -0.4529 0.233
H 5.0980 5.1264 0.8533 0.487
H 3.4574 4.4769 1.0377 0.327
H 5.6421 2.3430 3.2353 0.441
H 4.2324 3.4257 3.2300 0.358
H 5.8491 4.0660 2.9281 0.446
C -2.6113 -4.7239 -1.4940 -0.324
C -3.4033 -3.6369 -1.1533 -0.914
C -2.7901 -2.4741 -0.7264 -0.533
N -1.4603 -2.3565 -0.6379 1.010
C -0.6970 -3.4016 -0.9691 -0.394
C -1.2328 -4.6025 -1.3975 -0.994
H -3.0601 -5.6505 -1.8255 0.404
H -4.4811 -3.6881 -1.2168 0.452
H -3.3679 -1.6022 -0.4430 0.508
H 0.3736 -3.2619 -0.8710 0.589
H -0.5831 -5.4270 -1.6541 0.469
```

Output
HOMO energy (spin up / spin down)	-9.506 / -9.611	eV
total energy	-101213.4828	eV
M	813.00	g/mol
charge	+1
spin multiplicity	5
orbital gap (spin up / spin down)	7.30 / 4.58	eV
F_max	1.184	eV/A
LUMO level (spin up / spin down)	-2.20 / -5.03	eV
energy relative to the best compared isomer or geometry (same formula, charge and spin)	30.9	kJ/mol

Record 2
This record from the OMol25 dataset describes a structure of composition C51H65BrGeIN4O2S2Tl. The level of theory is ωB97M-V with the def2-TZVPD basis set.

Geometry as XYZ:
```
128
Properties=species:S:1:pos:R:3:mulliken_charge:R:1
Tl -0.1995 1.8143 0.9122 1.490
C -5.0771 1.9128 -1.7857 -1.183
C -4.6850 0.4564 -1.5107 2.318
C -5.4810 -0.4966 -2.4045 -1.916
C -4.8461 0.1816 -0.0266 0.346
C -6.1149 0.0329 0.5123 -0.010
C -6.3162 -0.0178 1.8829 -1.609
C -5.2238 0.1471 2.7241 -0.143
C -3.9339 0.2767 2.2340 0.521
C -2.7846 0.4207 3.2082 2.561
C -2.7872 1.8023 3.8688 -1.452
C -2.7641 -0.6776 4.2765 -1.738
C -3.6982 0.2527 0.8191 -2.150
N -2.4378 0.3336 0.3007 0.467
C -1.9824 -0.7744 -0.4576 0.221
C -1.0305 -0.5004 -1.5821 -0.213
N -0.7715 0.6128 -2.1306 -0.348
C 0.2135 0.6597 -3.1230 -0.119
C 0.2370 -0.2385 -4.2114 0.819
C 1.3756 -0.2978 -5.0086 -0.136
C 2.4598 0.5326 -4.7781 -1.962
C 2.3379 1.5453 -3.8377 -0.121
C 1.2091 1.6552 -3.0367 -0.208
C 1.0104 2.8925 -2.1805 2.853
C 0.6512 4.0455 -3.1312 -2.033
C 2.2303 3.2736 -1.3179 -1.196
C -1.0141 -0.9858 -4.6475 1.233
C -1.5023 -0.3743 -5.9686 -1.611
C -0.7978 -2.4894 -4.8073 -1.342
H -4.9737 2.1559 -2.8478 0.440
H -4.4217 2.5721 -1.2160 -0.063
H -6.1080 2.1046 -1.4780 0.325
H -3.6293 0.3683 -1.7662 -0.815
H -6.5574 -0.3520 -2.2820 0.393
H -5.2492 -1.5350 -2.1582 0.385
H -5.2381 -0.3268 -3.4572 0.387
H -6.9796 -0.0337 -0.1428 0.243
H -7.3118 -0.1562 2.2899 0.348
H -5.3867 0.1501 3.7980 0.299
H -1.8693 0.3206 2.6263 -0.696
H -3.7491 1.9958 4.3539 0.291
H -2.6057 2.5851 3.1291 0.317
H -2.0016 1.8704 4.6217 0.309
H -3.6096 -0.5847 4.9634 0.355
H -1.8418 -0.6034 4.8585 0.311
H -2.7997 -1.6720 3.8235 0.354
H -2.8056 -1.3752 -0.9149 0.110
H -0.4819 -1.4099 -1.8906 0.013
H 1.4223 -1.0123 -5.8231 0.321
H 3.3692 0.4222 -5.3567 0.355
H 3.1373 2.2700 -3.7291 0.454
H 0.1425 2.7217 -1.5479 -0.364
H 1.5055 4.2981 -3.7655 0.455
H 0.3649 4.9266 -2.5545 0.429
H -0.1866 3.7701 -3.7750 0.335
H 2.6468 4.2356 -1.6280 0.459
H 3.0244 2.5328 -1.3972 -0.008
H 1.9590 3.3565 -0.2625 -0.122
H -1.7931 -0.8290 -3.9013 -0.122
H -0.7765 -0.5502 -6.7652 0.307
H -1.6286 0.7034 -5.8599 0.403
H -2.4590 -0.8077 -6.2697 0.427
H -0.0221 -2.7031 -5.5451 0.287
H -1.7202 -2.9756 -5.1325 0.458
H -0.4952 -2.9302 -3.8588 0.097
Br 0.4085 1.3495 7.2538 -0.257
C 1.1824 -0.2273 6.4772 0.593
C 1.4096 -1.2913 7.3387 -0.610
C 1.9408 -2.4667 6.8299 -0.345
C 2.2204 -2.5557 5.4737 -0.807
C 1.9911 -1.4659 4.6456 0.473
C 1.4719 -0.2584 5.1209 -0.991
I 1.3840 1.6063 3.7473 0.212
H 1.1697 -1.2003 8.3909 0.356
H 2.1264 -3.3061 7.4901 0.321
H 2.6129 -3.4793 5.0609 0.357
H 2.2092 -1.5510 3.5876 0.278
O 1.5846 3.4101 2.4506 -0.676
O 0.3303 4.0450 2.1409 -0.632
N 1.9090 -0.1016 0.2326 0.490
S 3.1567 -0.3252 1.1392 0.081
C 4.4722 0.8568 0.6722 0.271
C 4.5431 2.0498 1.3798 -0.409
C 5.5157 2.9821 1.0516 -0.614
C 6.4078 2.7331 0.0185 -0.466
C 6.3199 1.5468 -0.6973 -0.688
C 5.3537 0.6078 -0.3737 -0.103
C 4.0467 -1.8060 0.5603 -0.176
C 5.1827 -2.2401 1.2377 -0.189
C 5.8091 -3.4086 0.8425 -0.701
C 5.3010 -4.1547 -0.2156 -0.395
C 4.1433 -3.7374 -0.8603 -0.644
C 3.5135 -2.5673 -0.4663 0.077
H 2.1210 0.0066 -0.7592 -0.492
H 3.8203 2.2680 2.1535 0.070
H 5.5665 3.9087 1.6079 0.451
H 7.1650 3.4648 -0.2363 0.358
H 6.9994 1.3532 -1.5191 0.373
H 5.2860 -0.3118 -0.9407 0.476
H 5.5748 -1.6455 2.0549 0.442
H 6.7005 -3.7466 1.3575 0.391
H 5.7939 -5.0667 -0.5278 0.379
H 3.7326 -4.3282 -1.6700 0.429
H 2.6079 -2.2193 -0.9509 0.110
C 0.2931 -4.2544 -1.2986 -0.901
Ge -0.9563 -3.6453 0.1299 1.045
C -0.2335 -4.4277 1.8051 -1.372
C -2.6717 -4.5522 -0.3130 -1.506
C -1.2463 -1.7388 0.5360 0.059
H 0.5670 -5.2914 -1.0954 0.497
H 1.2075 -3.6618 -1.3303 -0.263
H -0.1800 -4.2186 -2.2790 0.373
H -0.1996 -5.5181 1.7688 0.434
H -0.8389 -4.1256 2.6603 0.355
H 0.7801 -4.0567 1.9680 0.305
H -2.5597 -5.6361 -0.2473 0.436
H -2.9818 -4.3040 -1.3294 0.367
H -3.4653 -4.2429 0.3677 0.410
H -0.3018 -1.2715 0.8270 -0.345
H -1.8726 -1.7783 1.4300 -0.262
S -2.1910 6.4900 0.5619 -0.301
C -0.4670 6.5633 0.4332 -0.389
C 0.0227 5.3462 0.0743 -0.597
N -0.9326 4.4048 -0.2231 0.596
C -2.1177 4.8492 0.0058 -0.096
H 0.0688 7.4480 0.7289 0.403
H 1.0636 5.1313 -0.1035 0.208
H -3.0185 4.2642 -0.1073 -0.067
```

Output
HOMO energy	-0.418	eV
total energy	-225015.1371	eV
M	1314.04	g/mol
charge	-2
spin multiplicity	1
orbital gap	4.11	eV
F_max	0.965	eV/A
LUMO level	3.69	eV
energy relative to the best compared isomer or geometry (same formula, charge and spin)	75.6	kJ/mol

Record 3
This record from the OMol25 dataset describes a structure of composition C51H66As5CdN4O4STe. The level of theory is ωB97M-V with the def2-TZVPD basis set.

Geometry as XYZ:
```
133
Properties=species:S:1:pos:R:3:mulliken_charge:R:1
Cd -0.9363 -0.4425 -0.8954 3.547
C 2.0197 0.3971 2.6730 -0.976
As 1.5009 0.1906 0.7818 0.763
C 1.9612 2.0117 0.2753 0.542
C 3.2411 -0.5302 0.1230 -1.960
C 3.5581 -2.0388 0.1449 3.195
C 3.0831 -2.6639 1.4594 -1.228
C 2.9111 -2.7343 -1.0559 -0.972
As 0.9379 -2.8819 -1.0953 0.808
C 0.8677 -3.4207 -2.9715 -0.731
C 0.7228 -4.7221 -0.4164 -1.604
C 5.0866 -2.1636 0.0199 -2.209
As 6.1640 -3.8497 0.1312 0.308
C 4.9306 -5.3384 -0.2657 -1.050
C 6.1804 -4.0759 2.0884 -1.101
H 3.0667 0.6975 2.7062 0.636
H 1.8912 -0.5183 3.2486 0.361
H 1.4049 1.1820 3.1129 -0.323
H 2.9328 2.2849 0.6880 0.697
H 1.2013 2.6906 0.6542 -0.911
H 2.0061 2.1046 -0.8056 -0.470
H 3.9887 0.0046 0.7146 0.852
H 3.3327 -0.1628 -0.9035 -0.079
H 2.0052 -2.5099 1.5793 -0.392
H 3.5964 -2.2068 2.3077 0.451
H 3.2807 -3.7359 1.4725 -0.010
H 3.2986 -3.7495 -1.1518 0.236
H 3.1773 -2.1922 -1.9681 -0.037
H 1.6313 -4.1739 -3.1707 0.518
H 1.0283 -2.5613 -3.6220 -0.053
H -0.1088 -3.8398 -3.1963 0.049
H 1.4470 -5.3710 -0.9089 0.469
H -0.2801 -5.0592 -0.6813 0.434
H 0.8430 -4.7931 0.6640 0.355
H 5.5551 -1.5535 0.7998 0.656
H 5.3896 -1.7150 -0.9316 0.437
H 4.7317 -5.3912 -1.3356 0.302
H 3.9885 -5.2972 0.2804 0.214
H 5.4515 -6.2536 0.0169 0.447
H 6.5485 -3.1630 2.5564 0.323
H 6.8755 -4.8779 2.3351 0.395
H 5.2042 -4.3240 2.5044 0.286
O -7.8694 -2.8204 2.6242 -0.588
N -7.4653 -1.7620 2.1872 0.995
O -8.1475 -0.7651 2.0445 -0.582
C -6.0372 -1.6758 1.8528 0.185
C -5.2183 -2.5201 2.5150 -0.736
C -3.8161 -2.5041 2.2901 1.817
C -2.9512 -3.3968 2.9440 -1.509
C -1.6086 -3.3380 2.6804 -1.085
C -1.1582 -2.4110 1.7395 -0.431
N -1.9504 -1.5765 1.0984 1.142
C -3.2638 -1.5785 1.3830 -0.901
C -4.1313 -0.6031 0.7553 -0.742
N -3.5573 0.3734 0.0292 0.693
C -4.3411 1.1869 -0.6459 -0.402
C -5.7304 1.0754 -0.6751 -1.766
C -6.3334 0.1441 0.1263 -0.856
C -5.5333 -0.6991 0.9216 0.655
H -5.6368 -3.2080 3.2366 0.554
H -3.3600 -4.1163 3.6426 0.463
H -0.9048 -3.9965 3.1703 0.615
H -0.1073 -2.3578 1.4728 0.066
H -3.8489 1.9606 -1.2191 0.378
H -6.3128 1.7206 -1.3174 0.485
H -7.4071 0.0678 0.1491 0.570
C 3.2376 -0.1471 -3.9540 -1.713
As 1.4796 0.2946 -3.1718 1.075
C 0.5220 0.1197 -4.8846 -1.147
C 1.5911 2.2557 -3.1985 -0.632
C 2.7787 2.9170 -3.4972 -0.477
C 2.8342 4.3021 -3.5493 -0.976
C 1.6859 5.0455 -3.3267 -0.959
C 0.5054 4.3963 -3.0010 -0.773
C 0.4491 3.0107 -2.9018 0.166
As -1.1857 2.1091 -2.2980 0.862
C -2.2765 2.4980 -3.8906 -1.344
C -1.9579 3.4282 -1.0820 -0.719
H 4.0680 0.0407 -3.2734 0.451
H 3.3806 0.4240 -4.8706 0.530
H 3.2367 -1.2084 -4.2039 0.440
H 0.7557 0.9751 -5.5178 0.561
H -0.5537 0.0530 -4.7278 -0.125
H 0.8534 -0.7909 -5.3841 0.506
H 3.6818 2.3509 -3.6843 0.429
H 3.7710 4.7946 -3.7758 0.436
H 1.7070 6.1250 -3.4050 0.453
H -0.3837 4.9899 -2.8238 0.437
H -2.4183 3.5759 -3.9688 0.449
H -3.2436 2.0020 -3.8323 0.333
H -1.7650 2.1404 -4.7814 0.379
H -1.7322 4.4490 -1.3812 0.557
H -1.5626 3.2267 -0.0870 -0.431
H -3.0403 3.3089 -1.0554 0.593
Te -2.5439 -1.3249 -2.9852 -0.261
C -2.2133 -3.0908 -4.0899 -0.141
C -1.7426 -3.2076 -5.3641 0.054
C -1.8494 -4.5259 -5.8845 -0.614
C -2.4033 -5.3927 -4.9966 -0.511
S -2.8101 -4.6086 -3.5249 -0.167
H -1.3196 -2.3763 -5.9116 0.426
H -1.5360 -4.8062 -6.8800 0.391
H -2.6135 -6.4431 -5.1214 0.416
C 0.7246 3.4216 5.4715 -1.007
O -0.0376 3.7091 4.3093 -0.302
C 0.5966 4.2432 3.2469 0.944
C 1.9786 4.3858 3.1689 -0.432
C 2.5681 5.0143 2.0857 -0.877
C 1.7862 5.5173 1.0594 -0.811
C 0.4114 5.3864 1.1322 -0.356
C -0.2017 4.7392 2.1995 0.042
N -1.6173 4.7710 2.2620 0.192
C -2.5059 3.9626 2.8490 -1.167
C -2.4065 2.6412 3.2458 0.858
C -3.3152 2.2234 4.2703 -0.958
C -3.2388 0.9986 4.8444 -1.421
C -2.2352 0.0917 4.4031 -0.341
C -1.3982 0.4132 3.3850 -0.643
C -1.4763 1.6709 2.6803 1.597
O -0.8556 1.8552 1.6081 -0.094
H 0.0080 3.0926 6.2188 0.253
H 1.2476 4.3106 5.8317 0.420
H 1.4500 2.6246 5.2907 0.317
H 2.6051 4.0270 3.9736 0.475
H 3.6446 5.1203 2.0576 0.453
H 2.2391 6.0125 0.2118 0.456
H -0.2046 5.8058 0.3462 0.307
H -2.0026 5.6239 1.8885 0.377
H -3.4469 4.4612 3.0640 0.485
H -4.0306 2.9500 4.6406 0.411
H -3.9033 0.7171 5.6494 0.460
H -2.1490 -0.8726 4.8914 0.487
H -0.6479 -0.2801 3.0333 -0.280
```

Output
HOMO energy	-9.172	eV
total energy	-394985.3531	eV
M	1445.80	g/mol
charge	+1
spin multiplicity	1
orbital gap	6.15	eV
F_max	0.654	eV/A
LUMO level	-3.02	eV
energy relative to the best compared isomer or geometry (same formula, charge and spin)	39.5	kJ/mol

Which of these has the lowest M? C51H63CoNO4

Which value of spin multiplicity does entry 2 give? 1

What is the charge in the first record? +1

Look up the spin multiplicity of the third one. 1